# 1
Computed, not measured: a cluster of 2 separate species, C2H10N2S in total at a distorted geometry, with ωB97M-V/def2-TZVPD.

Results
Spin multiplicity ... 1
LUMO energy ... 1.0 eV
Gap between HOMO and LUMO ... 10.0 eV
Energy ... -16050.85344 eV
Energy relative to the best compared isomer or geometry (same formula, charge and spin) ... 18.09 kcal per mole
HOMO energy ... -8.982 eV

Last column: Mulliken charge in e.
Cartesian coordinates (Å):
N -2.16807 -3.01254 -0.69413  -0.66
C -0.88286 -2.37507 -1.06968  -0.32
N -0.95561 -1.72545 -2.37691  -0.55
H -2.84466 -2.25743 -0.61920  0.23
H -2.05104 -3.37378 0.25043  0.24
H -0.59063 -1.64369 -0.30899  0.27
H -0.02692 -3.07067 -1.14826  0.35
H -1.02909 -2.41297 -3.11306  0.24
H -1.74336 -1.09068 -2.35215  0.21
C 1.28552 3.03122 2.23258  -0.79
S 1.41212 1.87810 0.88614  -0.19
H 2.33523 3.22351 2.50422  0.28
H 0.82234 3.99600 2.10837  0.32
H 0.90498 2.65404 3.18220  0.28
H 1.36958 2.67287 -0.15800  0.10

=====

# 2
Computed, not measured: a cluster of 2 separate species, C3H6N3 in total at a distorted geometry, with ωB97M-V/def2-TZVPD.

Results
Spin multiplicity ... 1
LUMO energy (spin up / spin down) ... -6.4 / -6.4 eV
Charge ... +1
Gap between HOMO and LUMO (spin up / spin down) ... 7.0 / 7.1 eV
Energy ... -7664.80791 eV
Energy relative to the best compared isomer or geometry (same formula, charge and spin) ... 151.47 kcal per mole
HOMO energy (spin up / spin down) ... -13.314 / -13.411 eV

Last column: Mulliken charge in e.
Cartesian coordinates (Å):
C -1.90259 -0.78141 0.12929  -0.20
C -1.76598 0.69494 0.01346  -0.20
C 2.08463 -0.74703 0.07926  -0.32
N -0.66639 -1.28858 -0.01843  -0.46
N -0.35294 0.86626 -0.13770  -0.07
N 0.15110 -0.33501 -0.13954  0.46
H -2.37342 1.11881 -0.79548  0.32
H -2.14666 1.15423 0.93658  0.29
H 1.98453 -1.65763 0.64453  0.28
H 2.37492 -0.85040 -0.95333  0.31
H 2.42946 0.12972 0.59934  0.30
H 0.18332 1.69608 -0.35798  0.29

=====

# 3
Computed, not measured: the molecule C24H35N3O4S at a distorted geometry, with ωB97M-V/def2-TZVPD.

Results
Spin multiplicity ... 1
LUMO energy ... 0.5 eV
Gap between HOMO and LUMO ... 8.8 eV
Energy ... -48953.60522 eV
Energy relative to the best compared isomer or geometry (same formula, charge and spin) ... 2.58 kcal per mole
HOMO energy ... -8.371 eV

Last column: Mulliken charge in e.
Cartesian coordinates (Å):
C -2.83487 -4.37702 -2.10444  -1.44
C -2.02092 -4.37988 -0.83508  1.02
O -1.36827 -5.34525 -0.49220  -0.63
N -2.06512 -3.26669 -0.04418  0.02
C -2.69984 -2.04073 -0.18248  -0.24
C -3.21103 -1.40863 -1.30766  -0.66
C -3.75384 -0.13808 -1.16647  -1.21
C -3.79116 0.48219 0.06469  0.14
S -4.35564 2.17791 0.17860  1.36
O -4.83941 2.41080 1.50837  -0.75
O -5.21627 2.44371 -0.93676  -0.75
N -3.02243 3.15772 -0.01343  0.20
C -2.41419 3.22271 -1.31741  -1.28
C -1.27820 2.21278 -1.48721  -0.11
C -0.24979 2.33629 -0.35740  0.62
C 0.69880 1.14155 -0.42840  -0.33
O 0.27979 -0.00043 -0.46246  -0.79
N 2.00850 1.44384 -0.42352  0.07
C 3.06207 0.44537 -0.43468  -0.32
C 4.03804 0.70966 -1.59141  -1.17
C 5.19995 1.58721 -1.13955  -0.66
C 6.05035 0.85014 -0.09761  -0.66
C 5.20143 -0.11156 0.74263  -1.04
C 3.78290 0.42419 0.92765  0.95
C 2.99425 -0.40551 1.93583  -1.68
C -0.95170 2.27724 1.00639  0.03
C -2.09993 3.28465 1.08456  -1.40
C -3.30225 -0.14527 1.20136  -0.78
C -2.74799 -1.39562 1.06567  1.64
C -2.10764 -2.26042 2.10673  -1.28
C -1.38229 -3.31430 1.25947  -0.03
C 0.09409 -2.98090 1.06941  -1.29
H -3.83271 -3.98306 -1.93164  0.44
H -2.90192 -5.40285 -2.45885  0.33
H -2.33272 -3.78479 -2.86636  0.30
H -3.16747 -1.84871 -2.28742  0.36
H -4.15512 0.38700 -2.01903  0.50
H -2.03050 4.24051 -1.46008  0.38
H -3.20887 3.04673 -2.04251  0.50
H -1.67256 1.19590 -1.47317  -0.33
H -0.78987 2.37548 -2.45027  0.63
H 0.29791 3.27970 -0.45281  0.49
H 2.29903 2.40767 -0.37597  0.41
H 2.55131 -0.50952 -0.59248  0.14
H 4.43113 -0.23776 -1.96057  0.36
H 3.49586 1.18247 -2.41255  0.45
H 5.81698 1.86058 -1.99658  0.43
H 4.80840 2.51402 -0.71475  0.29
H 6.83911 0.28543 -0.59667  0.32
H 6.53514 1.58157 0.55138  0.31
H 5.14330 -1.08732 0.25760  0.33
H 5.66916 -0.25939 1.71699  0.39
H 3.84856 1.45265 1.30163  0.23
H 2.98697 -1.45182 1.63972  0.36
H 1.96456 -0.05952 1.98843  0.29
H 3.43758 -0.32904 2.92612  0.49
H -1.33605 1.26544 1.14199  -0.37
H -0.23403 2.48255 1.80405  0.59
H -1.69977 4.30597 1.07273  0.40
H -2.68028 3.14835 1.99740  0.50
H -3.36966 0.35480 2.15493  0.53
H -1.41423 -1.70300 2.73461  0.39
H -2.86772 -2.70860 2.75151  0.25
H -1.48371 -4.32706 1.65902  0.71
H 0.19567 -2.00227 0.60453  0.15
H 0.60292 -2.98139 2.03014  0.42
H 0.55620 -3.72842 0.42992  0.46

=====

# 4
Computed, not measured: a cluster of 6 separate species, CH16N2O5 in total at a distorted geometry, with ωB97M-V/def2-TZVPD.

Results
Spin multiplicity ... 1
LUMO energy ... 0.6 eV
Gap between HOMO and LUMO ... 10.5 eV
Energy ... -14514.73673 eV
Energy relative to the best compared isomer or geometry (same formula, charge and spin) ... 10.87 kcal per mole
HOMO energy ... -9.953 eV

Last column: Mulliken charge in e.
Cartesian coordinates (Å):
N -0.60441 -1.47412 1.44540  -0.53
C 0.33262 -0.35632 1.62387  -0.51
N 1.07773 0.10160 0.46169  -0.66
H -1.33437 -1.16528 0.80247  0.26
H -0.77418 -1.85678 2.36011  0.21
H -0.18045 0.53380 2.02194  0.34
H 1.12998 -0.63292 2.31385  0.41
H 1.43841 -0.66470 -0.11304  0.27
H 0.47183 0.46875 -0.27612  0.26
O -0.84788 2.73687 0.11584  -0.66
H -0.09778 2.77460 0.73102  0.32
H -0.46783 2.80802 -0.77792  0.33
O 0.07227 -2.84715 -0.73986  -0.68
H 0.01354 -3.78433 -0.91063  0.24
H 0.14330 -2.49489 0.20083  0.36
O -0.35698 -0.84997 -2.52690  -0.67
H -0.11750 -0.95900 -3.43563  0.27
H -0.07793 -1.57165 -1.90194  0.43
O 1.86147 2.76457 1.10046  -0.72
H 1.83221 1.81235 0.85096  0.41
H 2.28586 3.13154 0.31608  0.33
O -2.17073 0.26695 -1.00039  -0.65
H -1.64080 0.05155 -1.81352  0.35
H -1.98839 1.20650 -0.84857  0.31

=====

# 5
Computed, not measured: the molecule C2H3ClO2 at a distorted geometry, with ωB97M-V/def2-TZVPD.

Results
Spin multiplicity ... 1
LUMO energy ... 0.6 eV
Gap between HOMO and LUMO ... 11.1 eV
Energy ... -18739.69685 eV
Energy relative to the best compared isomer or geometry (same formula, charge and spin) ... 8.16 kcal per mole
HOMO energy ... -10.481 eV

Last column: Mulliken charge in e.
Cartesian coordinates (Å):
O -1.54149 1.14007 -0.19522  -0.59
C -0.95860 0.06397 0.06547  0.68
O -1.66856 -1.01408 -0.12376  -0.44
C 0.36842 0.04052 0.67124  -0.36
Cl 1.82051 -0.04428 -0.23361  -0.16
H -2.55747 -0.81936 -0.39693  0.35
H 0.47089 0.88435 1.34031  0.29
H 0.35941 -0.94710 1.15952  0.24

=====

# 6
Computed, not measured: a structure of composition C7H22BClInNO4P at a distorted geometry, with ωB97M-V/def2-TZVPD.

Results
Spin multiplicity ... 1
LUMO energy ... 2.7 eV
Charge ... -1
Gap between HOMO and LUMO ... 5.8 eV
Energy ... -44956.65417 eV
HOMO energy ... -3.086 eV

Last column: Mulliken charge in e.
Cartesian coordinates (Å):
C 2.28651 2.19096 -0.69782  -0.33
O 1.73127 2.60671 -2.02408  -0.44
B 2.00197 1.44453 -2.89366  0.33
O 3.30316 1.44061 -3.63614  -0.65
In 0.57601 -0.35920 -3.12953  0.48
C -1.61453 0.20640 -3.05924  -0.91
C -2.31952 0.10061 -1.58336  0.17
C -3.75901 0.94407 -1.70439  -1.01
Cl -2.82563 -1.67211 -1.17309  -0.25
P 1.26041 -2.22824 -1.56222  0.09
N 1.40533 -1.70464 0.13572  -0.42
O 2.88518 -2.68696 -2.09225  -0.55
H 3.37115 1.74902 -0.84981  0.19
H 2.28412 3.10655 0.03517  0.21
H 1.60784 1.32649 -0.29506  -0.01
H 3.14295 1.20576 -4.59988  0.29
H 0.88494 -0.96859 -4.82862  -0.36
H -2.18833 -0.53233 -3.79768  0.29
H -1.81321 1.30377 -3.47594  0.23
H -1.69253 0.54248 -0.69969  0.21
H -4.38340 0.35970 -2.51833  0.27
H -4.30904 1.05687 -0.67744  0.29
H -3.57442 2.02836 -2.16649  0.27
H 2.39883 -1.46332 0.38279  0.25
H 0.84867 -0.82656 0.22415  0.08
H 3.09210 -2.10694 -2.90174  0.29
C -0.93686 0.49473 4.62026  -1.39
C -0.29382 -0.42902 3.59812  0.63
C -0.46139 -1.88904 3.98769  -1.28
O 1.09453 -0.12438 3.49379  -0.54
H -0.47262 0.37278 5.60537  0.35
H -0.79771 1.54252 4.33329  0.32
H -2.00909 0.29604 4.71246  0.37
H -0.74187 -0.25710 2.61339  0.16
H 0.01971 -2.09545 4.95039  0.32
H 0.01693 -2.54160 3.24941  0.33
H -1.51935 -2.15922 4.06084  0.37
H 1.50071 -0.27424 4.36364  0.34

=====

# 7
Computed, not measured: a structure of composition C4H8INO3 at a distorted geometry, with ωB97M-V/def2-TZVPD.

Results
Spin multiplicity ... 1
LUMO energy (spin up / spin down) ... -1.8 / -1.8 eV
Gap between HOMO and LUMO (spin up / spin down) ... 6.5 / 6.5 eV
Energy ... -20003.06722 eV
Energy relative to the best compared isomer or geometry (same formula, charge and spin) ... 165.88 kcal per mole
HOMO energy (spin up / spin down) ... -8.293 / -8.289 eV

Last column: Mulliken charge in e.
Cartesian coordinates (Å):
C -2.18716 -0.40887 0.80327  -1.10
C 3.58667 -0.30093 0.75453  -0.87
C -1.58605 -0.39211 -0.55815  0.50
C -0.30258 0.45776 -0.57732  -0.35
N -0.15375 1.73132 -0.84461  0.95
O 0.98958 2.18172 -0.84855  -0.73
O -1.17993 2.37489 -1.16819  -0.68
O -1.16091 -1.62517 -1.05509  -0.49
I 1.67666 -0.42269 -0.66993  0.40
H -3.24870 -0.89956 0.93034  0.33
H -1.42998 -0.75636 1.58283  0.28
H -2.30592 0.68748 0.99408  0.32
H 3.35631 -0.93719 1.54610  0.34
H 4.55948 -0.43388 0.32186  0.31
H 3.47342 0.76871 1.14809  0.28
H -2.25512 0.19274 -1.29031  0.25
H -1.83202 -2.21787 -1.06894  0.27

=====

# 8
Computed, not measured: a cluster of 2 separate species, C6H14NO in total at a distorted geometry, with ωB97M-V/def2-TZVPD.

Results
Spin multiplicity ... 2
LUMO energy (spin up / spin down) ... -10.1 / -13.3 eV
<S²> ... 0.757
Charge ... +2
Gap between HOMO and LUMO (spin up / spin down) ... 8.9 / 5.7 eV
Energy ... -9965.13565 eV
Energy relative to the best compared isomer or geometry (same formula, charge and spin) ... 37.21 kcal per mole
HOMO energy (spin up / spin down) ... -19.010 / -18.956 eV

Last column: Mulliken charge in e.
Cartesian coordinates (Å):
C -1.79443 0.29574 2.77663  -1.12
C -0.81247 1.03988 1.82223  -0.46
C -0.13295 0.00014 0.92558  -0.66
C -0.43809 -0.00983 -0.49091  0.48
C -1.35768 0.78363 -1.17251  -0.83
C 0.21958 -1.60354 -2.20273  -0.09
N 0.50712 -0.78950 -1.25466  0.17
H -1.84166 -0.77955 2.65196  0.37
H -1.51833 0.56955 3.79599  0.32
H -2.79454 0.72841 2.72645  0.33
H -1.29975 1.85934 1.29906  0.56
H 0.00512 1.46890 2.40544  0.30
H 0.98619 0.07776 0.93313  0.45
H -0.12277 -1.01744 1.37102  0.57
H -1.42281 0.86298 -2.25302  0.39
H -2.17772 1.25361 -0.64938  0.33
H 0.99839 -2.27665 -2.54797  0.29
H -0.75159 -1.66184 -2.60271  0.33
H 1.49575 -0.77772 -0.90340  0.28
H 3.91956 -0.24041 -0.89356  0.31
H 3.02584 1.03049 -0.69811  0.31
O 3.01748 0.06999 -0.78398  -0.62